Formula: C41H82As3IN8O7RbS2Si2Te
Source: OMol25
Level of theory: ωB97M-V/def2-TZVPD

```
! RIJCOSX wB97M-V def2-TZVPD def2/J DEFGRID3
* xyz -1 1
Rb 0.30709 -0.91941 -0.05391
C 4.60790 -6.10209 2.91378
C 3.92387 -6.08365 1.55045
N 3.92837 -4.78115 0.91395
C 3.07645 -3.77764 1.33402
S 3.38001 -2.18984 0.71933
N 2.11524 -4.14449 2.14169
N 1.17508 -3.17803 2.38827
C 0.62340 -3.18888 3.54394
C 1.00585 -4.12304 4.65996
C -0.44737 -2.18801 3.79158
C -1.03504 -2.06826 5.05371
C -2.02871 -1.12666 5.25751
C -2.41860 -0.32380 4.19994
C -1.77266 -0.50211 2.98394
N -0.81682 -1.39469 2.77944
H 4.54280 -7.09184 3.37117
H 4.12845 -5.38142 3.57543
H 5.66435 -5.83913 2.82623
H 2.88393 -6.38938 1.65534
H 4.40748 -6.79034 0.87076
H 4.81927 -4.42381 0.60759
H 1.65864 -4.89595 4.26576
H 0.13125 -4.59073 5.11559
H 1.54273 -3.58465 5.44693
H -0.70997 -2.69693 5.86948
H -2.48980 -1.02295 6.23204
H -3.19418 0.42103 4.30496
H -2.03291 0.11290 2.12584
C -3.03995 -1.79641 -2.43250
As -3.08572 -0.82245 -0.73205
C -4.44282 -1.96923 0.12776
C -4.28692 0.58558 -1.42027
C -4.56531 1.85343 -0.59758
C -5.73594 2.56708 -1.29452
C -3.37660 2.82367 -0.61654
As -1.64527 2.32751 0.21945
C -1.94253 3.18698 1.97751
C -0.71410 3.83486 -0.61814
C -4.96759 1.48906 0.83627
As -5.73898 2.97103 1.89756
C -7.64384 2.57493 1.58674
C -5.64329 2.05465 3.63307
H -4.03532 -1.83991 -2.87882
H -2.67847 -2.80910 -2.26433
H -2.35090 -1.29288 -3.10912
H -5.34247 -2.05240 -0.48573
H -4.70758 -1.57452 1.10874
H -4.01339 -2.96208 0.26727
H -5.23668 0.08277 -1.63581
H -3.84070 0.87945 -2.37228
H -5.48977 2.75116 -2.34212
H -5.94938 3.53461 -0.83030
H -6.64377 1.95896 -1.26047
H -3.67207 3.77049 -0.15003
H -3.11902 3.03622 -1.65713
H -2.21026 4.24051 1.87575
H -1.03063 3.09595 2.57053
H -2.74228 2.67534 2.51614
H -1.31585 4.74349 -0.55006
H -0.53479 3.57542 -1.66041
H 0.24305 3.99500 -0.12303
H -4.09552 1.11916 1.38744
H -5.70640 0.68098 0.83356
H -7.99505 3.06920 0.68258
H -8.21647 2.95376 2.43388
H -7.81130 1.50105 1.49663
H -4.62593 2.11137 4.01734
H -5.94145 1.00867 3.54752
H -6.30039 2.56160 4.33947
C 2.12412 6.49142 0.24402
Si 2.41825 5.99295 2.03124
C 0.79572 5.62241 2.89007
C 3.26707 7.40635 2.93680
C 3.54192 4.49716 2.09309
Te 2.78140 2.77861 1.05163
C 4.18298 1.41335 1.91626
Si 3.70815 0.74713 3.60959
C 3.68188 2.12223 4.89857
C 4.98719 -0.53034 4.11429
C 2.02140 -0.03957 3.51550
H 1.22829 7.10724 0.14344
H 1.99777 5.61890 -0.40022
H 2.97090 7.06491 -0.13892
H 0.10990 6.46857 2.81072
H 0.95762 5.41855 3.95094
H 0.30216 4.74910 2.46073
H 2.63882 8.29984 2.94657
H 4.21309 7.66848 2.45925
H 3.47811 7.13520 3.97296
H 3.71959 4.21419 3.12947
H 4.50637 4.73646 1.63919
H 5.15908 1.89914 1.87879
H 4.20403 0.56696 1.22465
H 4.61916 2.68176 4.93185
H 3.51598 1.69083 5.88912
H 2.86638 2.82328 4.70928
H 5.96746 -0.07924 4.28526
H 5.07739 -1.28073 3.32632
H 4.68565 -1.03948 5.03323
H 1.24152 0.69651 3.30776
H 1.76969 -0.54530 4.45168
H 2.01436 -0.78807 2.71896
C -1.53245 -0.54977 -7.49233
C -0.28007 -0.90423 -6.70606
S -0.07906 -2.66542 -6.63965
O -1.09996 -3.23058 -5.79132
O 0.06654 -3.17170 -7.98484
C 1.50596 -2.84430 -5.81977
C 1.64276 -4.16001 -5.06524
N 0.88344 -4.20478 -3.82436
C 1.12843 -3.40971 -2.75297
N 0.24724 -3.58801 -1.78885
C -0.61870 -4.52976 -2.23735
C -0.25075 -4.92282 -3.49190
N -0.86802 -5.92426 -4.28781
O -1.95224 -6.33512 -3.90616
O -0.28866 -6.33080 -5.28822
C 2.22912 -2.42070 -2.67022
H -1.63256 0.53461 -7.52908
H -2.41969 -0.95561 -7.00715
H -1.48289 -0.93479 -8.50993
H -0.30905 -0.54205 -5.67411
H 0.62324 -0.51283 -7.17968
H 1.66027 -1.97369 -5.18200
H 2.24387 -2.82103 -6.62199
H 2.69570 -4.30155 -4.81536
H 1.33458 -4.99845 -5.68209
H -1.44687 -4.89735 -1.65701
H 3.07958 -2.68157 -3.30022
H 2.56647 -2.36631 -1.63251
H 1.84886 -1.43611 -2.96643
N 4.67831 -0.41253 -1.59122
C 3.53206 0.26718 -1.76839
O 2.63597 0.26320 -0.94642
C 3.31213 1.10256 -3.01392
I 4.23927 0.38786 -4.80891
H 4.69387 -1.08251 -0.82183
H 5.32788 -0.50953 -2.35246
H 3.68656 2.11060 -2.85224
H 2.24377 1.10782 -3.21556
C -1.85635 1.46468 -4.37855
O -1.49384 1.39544 -3.01218
C -0.35666 0.56780 -2.66136
O 0.22502 0.10975 -3.64698
H -2.77477 2.05214 -4.44131
H -2.04215 0.47073 -4.79597
H -1.08400 1.94469 -4.98892
*
```


Formula: C41H83ClNO11P
Source: OMol25
Level of theory: ωB97M-V/def2-TZVPD

```
! RIJCOSX wB97M-V def2-TZVPD def2/J DEFGRID3
* xyz 0 1
C 1.84410 -1.88738 2.22650
C 2.35196 -1.21895 3.49788
C 2.69375 0.26854 3.33222
C 1.43824 1.14494 3.25324
C 0.90151 1.43674 1.84408
C 1.35194 2.80880 1.30420
C 2.61119 2.64983 0.41751
C 2.34511 2.98511 -1.05569
C 2.21020 1.76444 -2.03003
C 0.84317 1.92316 -2.72565
C -0.25474 1.63841 -1.68093
C -0.85199 0.25260 -1.78883
Cl -1.50911 2.93069 -1.81778
O 2.16999 0.49239 -1.35360
C 3.23698 -0.38143 -1.49342
C 4.37250 -0.21373 -0.50494
O 3.24169 -1.29560 -2.33739
P 3.49707 1.93427 -3.37484
N 3.32853 1.06297 -4.66841
H 1.83640 -2.95087 2.40569
H 0.83325 -1.59735 1.97444
H 2.51335 -1.70335 1.39413
H 1.66142 -1.31123 4.32704
H 3.28839 -1.71358 3.73808
H 3.22719 0.54825 4.23497
H 3.34334 0.37663 2.46995
H 0.63177 0.64578 3.78418
H 1.63957 2.07771 3.76648
H 1.27061 0.67950 1.15810
H -0.17861 1.33944 1.83260
H 1.59825 3.43607 2.15277
H 0.55527 3.31822 0.77631
H 3.34982 3.36220 0.77277
H 3.04039 1.67628 0.58856
H 3.12615 3.64502 -1.42261
H 1.41871 3.53811 -1.10271
H 0.70296 1.19672 -3.51612
H 0.76810 2.93062 -3.10518
H 0.13651 1.73126 -0.68399
H -1.26913 -0.00221 -0.82258
H -1.61710 0.17273 -2.54999
H -0.06815 -0.46560 -1.98436
H 3.91650 -0.16506 0.48159
H 4.90888 0.71461 -0.63846
H 5.00287 -1.08546 -0.52017
H 4.76144 1.73539 -2.76842
H 3.46139 3.30516 -3.71873
H 2.52663 0.45143 -4.57287
C -3.52113 -2.26625 -5.31299
C -3.55174 -3.02087 -4.00824
O -2.90921 -2.65874 -3.05150
C -4.42138 -4.25403 -3.94957
H -2.86201 -1.40676 -5.21926
H -3.14906 -2.91421 -6.10872
H -4.52184 -1.91573 -5.56629
H -4.08737 -4.98205 -4.69067
H -5.46091 -3.98731 -4.14484
H -4.35190 -4.69891 -2.95976
C -5.22965 2.40052 -0.06469
C -5.60881 3.48658 -1.04004
O -5.81691 3.25482 -2.20720
C -5.71725 4.88885 -0.48675
H -5.18269 1.44608 -0.58052
H -4.25019 2.61657 0.36625
H -5.97780 2.33619 0.72769
H -4.75791 5.19979 -0.06956
H -6.48035 4.92589 0.29246
H -5.99463 5.57257 -1.28576
C 0.35683 -6.09907 -0.51949
C -0.01316 -4.75280 0.05038
O 0.49602 -4.36583 1.07869
C -1.01432 -3.94988 -0.73425
H 1.08811 -6.56936 0.13529
H -0.52413 -6.73993 -0.58262
H 0.79294 -5.97767 -1.50841
H -1.95384 -4.49716 -0.81241
H -0.62057 -3.75922 -1.73278
H -1.20340 -2.99775 -0.24359
C -1.13678 7.56380 2.25298
C -1.02805 6.30182 1.43431
O -1.14826 5.20897 1.93854
C -0.76259 6.45901 -0.04481
H -1.33106 7.30408 3.28949
H -0.20367 8.12775 2.19410
H -1.95993 8.17878 1.88688
H 0.18466 6.97814 -0.20084
H -1.57034 7.02609 -0.51018
H -0.70945 5.47510 -0.50510
C -4.37803 7.08627 6.97688
C -3.37664 6.70810 5.91136
O -3.27640 7.33867 4.88557
C -2.50517 5.50558 6.18288
H -4.93507 7.96269 6.65469
H -5.07556 6.26407 7.14285
H -3.86167 7.31765 7.90952
H -3.12462 4.61751 6.31568
H -1.91009 5.67065 7.08249
H -1.83658 5.34533 5.33970
C 0.14020 -9.36121 -3.95224
C 0.60051 -7.95861 -4.26888
O 1.03439 -7.22789 -3.40985
C 0.49424 -7.51032 -5.70641
H 0.27044 -9.55311 -2.88995
H -0.91471 -9.47460 -4.20626
H 0.72921 -10.08457 -4.51772
H -0.54600 -7.54697 -6.03355
H 1.09813 -8.15650 -6.34493
H 0.85663 -6.48902 -5.79393
C -8.49081 1.36671 3.41721
C -8.73521 0.99899 1.97289
O -8.09144 0.13695 1.42557
C -9.81924 1.75575 1.24274
H -7.68983 0.74863 3.81524
H -8.19897 2.41555 3.49258
H -9.39409 1.19674 4.00488
H -9.58496 2.82140 1.22388
H -10.78015 1.60278 1.73617
H -9.88598 1.39198 0.22043
C 4.30665 -6.66826 1.95475
C 4.76498 -5.26373 1.64278
O 5.19193 -4.53270 2.50458
C 4.66344 -4.81668 0.20493
H 4.43156 -6.86096 3.01749
H 3.25285 -6.78117 1.69531
H 4.90031 -7.38971 1.39082
H 3.62262 -4.85586 -0.12184
H 5.27419 -5.45852 -0.43217
H 5.02029 -3.79275 0.12137
C 9.80635 -0.57163 0.10884
C 8.48992 -0.29475 -0.57607
O 7.56657 0.21531 0.01342
C 8.37800 -0.68485 -2.03084
H 9.75035 -0.24527 1.14431
H 10.02203 -1.64073 0.08555
H 10.60930 -0.02833 -0.39152
H 8.53454 -1.75856 -2.14313
H 9.12126 -0.14640 -2.62061
H 7.38576 -0.43375 -2.39923
*
```


Formula: C41H84N12O7
Source: OMol25
Level of theory: ωB97M-V/def2-TZVPD

```
! RIJCOSX wB97M-V def2-TZVPD def2/J DEFGRID3
* xyz 0 1
C 0.81372 -4.34473 3.68008
C 0.29968 -5.64028 3.04016
C -0.94169 -5.52629 2.18093
C -0.63200 -4.83474 0.86829
N -0.17412 -4.39438 -0.10442
H 1.76843 -4.54761 4.15514
H 0.11867 -3.92593 4.37563
H 1.02804 -3.52680 2.94260
H 0.10634 -6.44333 3.73031
H 1.10191 -6.00920 2.39715
H -1.72796 -5.02454 2.74639
H -1.36251 -6.50340 1.87460
C -0.32904 -1.19860 -1.74277
C -0.68257 0.18876 -1.07181
C 0.45048 0.74890 -0.19247
C 0.61263 0.02854 1.03771
N 0.79241 -0.38073 2.08267
H -1.03867 -1.42337 -2.52759
H -0.38857 -1.94673 -0.93815
H 0.66616 -1.19482 -2.16915
H -1.66601 0.17871 -0.63605
H -0.80009 0.98303 -1.85003
H 0.41259 1.80325 0.07189
H 1.33619 0.62136 -0.78063
C 1.06871 3.31855 3.70031
C 2.40412 3.94026 4.03058
C 2.89645 3.18429 5.30479
C 1.79617 2.72156 6.17893
N 0.97991 2.39998 6.90694
H 0.36679 3.56636 4.49317
H 1.17274 2.25914 3.51823
H 0.63037 3.71933 2.78881
H 2.23508 5.03017 4.29053
H 3.16504 3.71518 3.23501
H 3.57560 3.79222 5.87352
H 3.45768 2.31431 4.97005
C -3.99564 -4.66632 -2.53257
C -3.08495 -3.56165 -2.10120
C -3.68437 -2.77878 -0.93690
C -3.77310 -3.59275 0.29501
N -3.95657 -4.25106 1.21985
H -4.31900 -5.19343 -1.60891
H -3.52095 -5.47558 -3.03859
H -4.82128 -4.26255 -3.17432
H -2.87413 -2.90839 -2.94584
H -2.12339 -3.95464 -1.75590
H -4.68804 -2.41330 -1.24447
H -3.11531 -1.91078 -0.61195
C 3.36656 -2.55885 0.74137
C 3.00715 -2.82174 -0.69130
C 4.04044 -3.75321 -1.39694
C 5.29894 -3.07495 -1.59796
N 6.24735 -2.44223 -1.67334
H 3.77545 -3.44600 1.23119
H 2.52391 -2.13968 1.22784
H 4.23360 -1.81010 0.80190
H 2.85126 -1.91582 -1.24265
H 2.02409 -3.29445 -0.72654
H 3.62563 -4.03951 -2.38650
H 4.15518 -4.69573 -0.92044
C -3.42750 2.48677 -2.38393
C -4.09023 1.48167 -3.28839
O -3.88822 1.44274 -4.46030
N -4.97924 0.67512 -2.64679
C -5.95927 -0.13916 -3.39765
H -4.17025 3.26569 -2.19745
H -2.54961 2.91054 -2.86060
H -3.12422 2.08498 -1.42993
H -4.97538 0.66343 -1.62095
H -6.02030 -1.12036 -3.02500
H -5.67080 -0.13836 -4.42294
H -6.94197 0.34020 -3.41604
C -3.09637 1.70675 1.58706
C -4.07514 0.50233 1.29476
O -4.46210 0.34535 0.12811
N -4.63828 -0.09477 2.38507
C -5.76863 -0.96107 2.32243
H -2.87314 2.04747 2.68129
H -3.45444 2.49239 0.96073
H -2.20302 1.39645 1.07886
H -4.13294 0.05453 3.21027
H -6.15033 -1.05947 3.34466
H -5.49744 -1.91372 1.93547
H -6.50403 -0.53045 1.65546
C 6.27483 3.87110 -0.74077
C 5.25494 3.38537 0.30123
O 5.02373 4.05180 1.31913
N 4.50343 2.29663 -0.00419
C 3.62612 1.64069 0.87095
H 5.72488 4.65680 -1.21045
H 6.49418 3.11453 -1.43008
H 7.12863 4.19134 -0.16118
H 4.79190 1.80434 -0.81370
H 4.06263 1.50537 1.81593
H 3.42791 0.73578 0.39239
H 2.66074 2.21584 0.96858
C -2.18571 1.95830 6.21178
C -2.40955 0.73735 5.37605
O -3.47062 0.56423 4.80752
N -1.32806 -0.12429 5.34308
C -1.35876 -1.31034 4.48372
H -2.28627 2.89147 5.69195
H -1.17086 1.99496 6.64453
H -2.82132 1.81601 7.07020
H -0.46182 0.21217 5.62857
H -1.11974 -2.20092 5.05460
H -0.61179 -1.06203 3.74113
H -2.36546 -1.32567 4.11297
C 2.80370 5.57044 -0.53490
C 1.52853 5.17604 0.16268
O 1.22519 3.99904 0.23201
N 0.67472 6.19729 0.60149
C -0.62545 5.85177 1.14974
H 2.89392 4.90907 -1.37065
H 3.66067 5.41624 0.20404
H 2.74167 6.64476 -0.81189
H 1.03332 7.15745 0.66409
H -0.49188 5.38740 2.12472
H -1.10721 5.20395 0.42874
H -1.17620 6.76422 1.23319
C 2.49902 1.63409 -3.00324
C 3.50885 0.56727 -3.11942
O 4.49912 0.55421 -2.41422
N 3.24993 -0.36880 -4.05338
C 4.17773 -1.41728 -4.40953
H 2.72868 2.56799 -3.50514
H 2.40659 1.95881 -1.95299
H 1.55484 1.26721 -3.42009
H 2.38770 -0.29180 -4.65007
H 5.16439 -1.31875 -3.91557
H 4.49513 -1.35405 -5.46509
H 3.76803 -2.40519 -4.16253
C -1.34522 -0.35759 -6.56469
C -0.29569 -1.28232 -5.84518
O 0.89718 -0.99936 -5.70308
N -0.80510 -2.38554 -5.26100
C 0.04625 -3.27483 -4.48944
H -1.62644 0.41842 -5.90030
H -2.24200 -0.91452 -6.88750
H -0.80717 -0.00817 -7.42363
H -1.78265 -2.65788 -5.40733
H -0.42941 -3.87808 -3.72394
H 0.75707 -2.68271 -3.89490
H 0.59563 -3.89560 -5.21131
*
```


no.,orbital gap (Ha)
1,0.236
2,0.323
3,0.356